No. 1
DFT (ωB97M-V/def2-TZVPD) results for a 2-piece molecular cluster, C10H16O overall in a non-equilibrium geometry.

```
27
C10H16O ωB97M-V/def2-TZVPD
H 4.2696 -1.9707 -2.7598
H -4.6545 1.7570 0.8008
H 0.7493 -0.4993 -0.1109
C 3.0546 -1.4649 -1.0273
H 3.8546 -3.3588 -1.6615
H 1.6152 -0.5659 2.0189
H 2.1450 -1.7662 -0.5488
C 3.4955 -2.4432 -2.1615
H -3.9055 -0.7244 0.9907
H -2.9938 3.4272 0.6937
C -1.2343 2.2233 0.6350
C -0.8894 0.8509 0.6826
H 2.4075 0.7850 1.6225
H -0.5181 3.0261 0.5581
O 2.1958 -2.5812 -2.7621
C -3.2663 0.1261 0.9235
C 1.3897 0.4365 1.6646
H 0.8923 1.1869 -0.3772
C 0.5151 0.4694 0.3656
H 0.8428 1.0549 2.3732
H 3.8484 -1.3935 -0.3031
H 2.8737 -0.4082 -1.3914
H 2.1904 -3.2472 -3.4682
C -1.8778 -0.0789 0.9138
C -2.6029 2.4214 0.7628
H -1.5779 -1.0887 1.2248
C -3.6043 1.4747 0.8909
```

Values from the calculation:
E_HOMO	-8.847	eV
2S+1	1
SMILES string	CCc1ccccc1.CCO
total energy	-12675.4947	eV
relative energy (zero: lowest compared OMol25 entry of this formula, charge and spin)	51.43	kcal per mole

No. 2
DFT (ωB97M-V/def2-TZVPD) results for C19H14LiN4O10 as an isolated structure.

```
48
C19H14LiN4O10 ωB97M-V/def2-TZVPD
O -0.1282 3.8447 1.1259
N -0.2746 -0.1174 2.9470
O 3.9212 -1.9229 0.6243
C -0.4829 0.5706 -5.9093
O -0.9877 1.8203 0.6577
C 0.2108 0.7080 -4.7119
C -1.7082 -1.1458 5.0478
H 1.0910 1.3326 -4.6326
N -1.8717 -1.6541 3.7872
H 4.8716 0.5817 0.7313
C 2.7323 0.2124 0.7677
O 1.7257 -1.9454 0.8777
C 3.8721 0.9997 0.7574
C -0.8670 -0.1351 5.2970
O 1.5544 0.9998 -2.3158
C 0.5843 0.2205 -2.2695
C -1.1445 -1.1049 2.7282
H -0.1476 1.0909 -6.7983
O 0.6718 1.3879 4.3669
H 4.5954 3.0192 0.7927
C -1.3328 -0.7602 -3.6171
C -0.0994 0.4397 4.1829
O -1.3561 -1.5874 1.5859
C 1.3828 2.0388 0.8576
C -1.6077 -0.2348 -5.9734
C -0.0436 2.5136 0.8938
H 4.6104 -1.2640 0.4747
H 2.2890 3.9799 0.8960
H -2.2706 -3.6168 3.1320
C 3.7253 2.3761 0.7948
C 2.4552 2.9141 0.8513
Li -0.0815 -0.6095 0.5422
H -3.2992 -2.9952 4.4421
H -1.0805 4.0350 1.1003
H -0.7490 0.2658 6.2926
H -3.5293 -2.4499 2.7644
C 2.7262 -1.3031 0.7569
C -0.2031 0.0469 -3.5642
H -2.3078 -1.6114 5.8206
O 0.1877 -0.4557 -1.2897
O -3.7068 -1.9489 -5.9757
H -2.1701 -0.3709 -6.8849
N 1.5163 0.7278 0.8114
H -1.6619 -1.2763 -2.7268
O -3.6006 -2.2532 -3.8525
C -2.0037 -0.8788 -4.8168
C -2.7935 -2.7401 3.5116
N -3.2142 -1.7441 -4.8813
```

Values from the calculation:
E_HOMO	-5.435	eV
2S+1	1
total energy	-46574.7799	eV
charge	-1

No. 3
DFT (ωB97M-V/def2-TZVPD) results for one molecule with the formula CH2N2S in a non-equilibrium geometry.

```
6
CH2N2S ωB97M-V/def2-TZVPD
H 0.4595 -1.9739 -1.1066
S 1.1889 -0.8640 -0.4815
N -0.0120 -0.0641 0.3954
C -0.3810 1.2016 0.2159
H -0.5581 -0.7304 1.0432
N -0.6973 2.4307 -0.0665
```

Values from the calculation:
E_HOMO	-9.498	eV
2S+1	1
SMILES string	N#CNS
total energy	-14882.1644	eV
relative energy (zero: lowest compared OMol25 entry of this formula, charge and spin)	32.66	kcal per mole